Entry 1:
Molecular formula: C28H37BrN4O4
Method: DFT, wB97M-V/def2-TZVPD

As for the structure (SMILES): NC(=O)C[C@@H](NC(=O)c1cccc(Br)c1)c1ccc(NC2CCCCCCCCCCC2)c([N+](=O)[O-])c1. Its charge is 0. The value obtained for the energy is -4183.142272 Eh. As for the spin multiplicity: 1. As for the LUMO energy: -0.517 eV. As for the HOMO energy: -8.278 eV.

Cartesian coordinates (Å):
N: -4.56550 -4.47275 0.91560
C: -4.08141 -3.38648 1.55315
O: -4.77813 -2.62714 2.19099
C: -2.57744 -3.18778 1.41703
H: -2.05522 -4.14258 1.37022
H: -2.22756 -2.62810 2.28551
C: -2.29508 -2.37735 0.13062
N: -3.16469 -1.22037 0.05870
C: -4.38251 -1.30828 -0.53252
O: -4.73932 -2.28016 -1.16948
C: -5.24088 -0.09970 -0.36219
C: -4.70114 1.17934 -0.28684
C: -5.55291 2.25705 -0.13042
C: -6.92473 2.09344 -0.04129
C: -7.45305 0.81642 -0.12711
C: -6.61883 -0.27392 -0.29413
H: -7.01682 -1.27356 -0.36802
H: -8.52144 0.67783 -0.06464
H: -7.56702 2.95110 0.08728
Br: -4.81201 4.01171 -0.03162
H: -3.63734 1.34201 -0.37798
H: -3.02144 -0.50189 0.75049
C: -0.84983 -1.96022 0.06157
C: 0.00481 -2.51281 -0.85915
C: 1.35275 -2.13994 -0.93858
C: 1.88324 -1.14674 -0.06604
N: 3.16288 -0.76576 -0.13836
H: 3.71380 -1.23794 -0.85287
C: 3.85987 0.27455 0.58114
C: 5.00381 -0.36560 1.38617
H: 5.75492 -0.74331 0.69483
C: 5.64928 0.59200 2.38884
H: 5.75476 1.57896 1.94093
H: 4.98898 0.70153 3.25234
C: 7.02322 0.11759 2.87280
H: 6.93596 -0.91427 3.22077
H: 7.32327 0.72929 3.72669
C: 8.11961 0.19090 1.80574
H: 7.78194 -0.33325 0.91304
C: 8.52060 1.62326 1.44513
H: 7.64182 2.26715 1.45518
H: 9.19787 2.00530 2.21251
C: 9.21039 1.74266 0.08236
H: 10.06580 1.06309 0.06222
H: 9.59524 2.75984 -0.02429
C: 8.31057 1.42976 -1.11736
H: 7.88988 0.43230 -0.99598
C: 7.18513 2.44575 -1.32150
H: 6.77503 2.74012 -0.35623
H: 7.60076 3.34743 -1.77675
C: 6.05144 1.92356 -2.20929
H: 6.48252 1.53114 -3.13274
H: 5.39956 2.75804 -2.47869
C: 5.20276 0.82434 -1.56115
H: 5.86530 0.04100 -1.19645
H: 4.57066 0.37721 -2.33050
C: 4.32588 1.34834 -0.42050
H: 4.86426 2.11406 0.13558
H: 3.43868 1.82558 -0.84362
H: 8.92868 1.40231 -2.01762
H: 9.00008 -0.34228 2.17071
H: 4.60063 -1.22760 1.92321
H: 3.17648 0.75498 1.28649
C: 0.97893 -0.60914 0.88007
C: -0.32879 -1.00284 0.94447
H: -0.96635 -0.56266 1.69752
H: 1.33253 0.13099 1.57857
N: 2.12554 -2.79389 -1.92505
O: 1.59007 -3.64200 -2.61545
O: 3.31278 -2.49399 -2.06005
H: -0.34356 -3.25824 -1.55831
H: -2.54680 -2.98965 -0.74231
H: -4.01423 -4.95267 0.22582
H: -5.56654 -4.56000 0.83960

Force components x, y, z for each atom (eV/Å):
-0.278 -0.478 -0.064
0.537 -0.251 0.200
-0.215 0.268 0.172
-0.315 0.188 -0.224
0.083 -0.008 0.017
-0.053 -0.054 0.006
0.115 -0.202 0.010
0.314 0.068 0.042
0.023 0.254 -0.040
-0.142 -0.134 -0.104
-0.319 0.163 -0.035
-0.046 -0.034 0.013
0.048 0.259 0.050
0.118 0.118 -0.010
0.047 -0.062 -0.017
0.119 -0.064 -0.021
-0.031 -0.095 -0.008
-0.092 -0.024 0.014
-0.024 0.060 0.004
-0.090 -0.199 -0.020
0.066 0.016 -0.009
-0.164 -0.001 -0.039
0.065 -0.132 -0.181
-0.023 0.064 0.092
-0.784 0.544 0.881
-0.040 -0.352 -0.332
0.505 -0.120 -0.359
-0.322 0.080 0.207
0.093 0.183 0.215
-0.169 0.357 0.163
0.030 -0.112 -0.072
0.141 -0.218 -0.043
-0.038 0.126 0.022
-0.051 0.080 -0.022
-0.017 0.050 -0.123
-0.004 -0.019 0.110
0.033 -0.052 0.089
-0.090 0.186 0.177
0.029 -0.109 -0.073
0.107 -0.161 -0.161
-0.035 0.087 0.063
-0.062 0.051 0.056
-0.124 -0.031 0.015
0.100 0.046 0.008
0.106 0.007 -0.031
0.037 0.213 0.152
0.000 -0.105 -0.060
-0.012 -0.214 -0.168
-0.017 0.106 0.072
0.009 0.066 0.080
0.036 -0.029 0.141
-0.017 0.055 -0.093
-0.031 0.003 -0.103
-0.049 0.246 -0.012
0.042 -0.140 -0.017
0.006 -0.102 0.025
0.010 -0.158 0.125
-0.004 0.100 0.029
-0.002 0.057 0.026
-0.035 -0.081 -0.050
0.028 -0.058 -0.083
0.019 -0.039 -0.052
0.050 -0.066 -0.058
0.003 0.144 0.130
0.127 -0.177 -0.240
-0.044 0.096 0.142
0.045 0.056 0.047
0.342 -0.444 -0.600
0.070 -0.064 -0.100
0.122 -0.045 -0.100
-0.038 -0.003 -0.011
0.104 0.108 0.149
0.002 0.058 0.020
0.050 0.077 -0.030

These are the natural (NBO) partial charges, in e, on atoms 1 to 6: -0.807, 0.682, -0.624, -0.503, 0.224, 0.227

---

Entry 2:
Molecular formula: C14H23BCuN6O
Method: DFT, wB97M-V/def2-TZVPD

Its charge is 0. The value obtained for the energy is -2616.396678 Eh. As for the spin multiplicity: 2. As for the expectation value of S²: 0.7535. As for the LUMO energy (spin up / spin down): 0.727 / 0.092 eV. As for the HOMO energy (spin up / spin down): -7.892 / -8.812 eV.

Cartesian coordinates (Å):
H: 0.78213 2.61964 0.58672
N: 0.43811 1.30989 -1.01513
B: 0.15122 0.21806 -3.33269
N: 0.49047 1.43411 -2.39864
C: 0.84234 2.69145 -2.71014
Cu: -0.06359 -0.43258 -0.25175
H: 0.92934 2.95871 -3.75036
C: 1.02402 3.39565 -1.52487
H: 1.30891 4.42070 -1.42725
C: 0.76168 2.49809 -0.48414
H: 0.24390 0.48380 -4.49281
C: -0.64099 -2.01739 0.62507
H: -0.67861 -1.81872 1.69926
H: 0.09443 -2.78701 0.36209
H: -1.62658 -2.24326 0.20266
N: -1.31349 -0.15174 -2.91661
N: 1.15872 -0.89203 -2.87745
N: -1.58669 -0.26856 -1.56639
N: 1.28910 -1.12967 -1.52192
C: -2.47244 -0.28676 -3.60144
C: 2.07597 -1.64080 -3.53064
H: -2.47540 -0.19979 -4.67885
H: 2.15419 -1.57625 -4.60440
C: -3.49346 -0.54321 -2.68193
C: 2.77019 -2.40236 -2.58773
C: -2.88725 -0.52806 -1.41796
C: 2.24167 -2.04657 -1.33967
H: -4.53121 -0.73399 -2.88020
H: 3.54173 -3.12612 -2.76056
H: -3.29472 -0.71403 -0.43544
H: 2.47269 -2.39655 -0.34631
H: -0.70481 0.57793 1.77442
C: -1.36727 0.04843 4.03651
C: 0.04535 0.46433 3.60704
C: 0.53134 1.68228 4.36998
C: 1.02816 -0.67887 3.82853
O: 0.09745 0.88906 2.21543
H: -1.40803 -0.04693 5.13573
H: -1.63338 -0.92854 3.60031
H: -2.12441 0.79140 3.73751
H: 0.53489 1.50939 5.45143
H: 1.55611 1.91124 4.06146
H: -0.09325 2.55924 4.17117
H: 0.66774 -1.61592 3.38609
H: 1.99393 -0.42741 3.37636
H: 1.16983 -0.83027 4.90749

Force components x, y, z for each atom (eV/Å):
0.011 -0.003 -0.029
0.458 1.417 -0.790
-0.032 0.095 1.224
0.067 0.202 1.321
-0.091 -0.342 0.719
-0.006 0.613 -0.034
0.056 0.200 0.074
0.047 0.188 -0.252
0.081 0.300 -0.010
-0.171 -0.724 -1.383
0.016 -0.019 -0.021
-0.036 -0.088 0.122
-0.107 -0.416 -0.043
-0.333 -0.037 0.308
0.244 -0.264 0.346
-0.800 -0.097 1.210
0.558 -0.491 1.232
-0.824 -0.494 -1.080
0.658 -0.968 -1.138
0.103 -0.212 0.780
-0.223 -0.114 0.782
-0.090 -0.052 0.135
0.056 -0.094 0.050
0.136 0.061 -0.323
-0.073 0.159 -0.316
0.902 0.249 -1.203
-0.643 0.703 -1.259
-0.084 0.054 -0.174
0.154 -0.039 -0.182
-0.023 0.083 -0.106
0.036 0.007 -0.054
0.017 0.010 0.141
-0.065 -0.012 -0.034
0.081 0.248 0.011
0.060 0.326 0.333
0.036 -0.208 -0.022
-0.412 -0.350 0.133
0.033 -0.007 -0.451
0.031 0.340 0.117
0.293 -0.163 0.077
0.007 -0.057 -0.133
-0.125 0.045 0.024
0.039 -0.165 -0.045
0.104 0.203 0.085
-0.147 -0.042 0.111
0.003 -0.049 -0.252

These are the natural (NBO) partial charges, in e, on atoms 1 to 6: 0.239, -0.402, 0.557, -0.313, 0.002, 1.233

---

- Among the records above, which one has the lowest spin multiplicity?
  C28H37BrN4O4